# 1
Entry from the Open Molecules 2025 dataset: C17H14BrFO2 in the gas phase in a non-equilibrium geometry (ωB97M-V/def2-TZVPD).

Geometry as XYZ:
```
35
C17H14BrFO2 (ωB97M-V/def2-TZVPD)
O -3.7917 2.2152 -2.4928
F -1.6065 -3.1669 0.2420
Br -0.2351 -5.0726 5.0312
O -1.7279 3.0927 -2.6339
C -2.6001 2.1957 -2.1693
C -2.1949 1.2027 -1.2031
C -0.9338 0.9268 -0.6364
C 2.6507 2.6690 -2.1569
C 1.8562 1.8651 -2.9512
C 2.2836 2.9341 -0.8261
C 0.9253 -2.9403 3.5616
C -0.8864 -4.0624 2.3858
C 0.6650 1.2958 -2.4605
C 1.0816 2.3621 -0.2812
C 0.9854 -1.9742 2.5531
C -0.7612 -3.1412 1.3202
C -0.0230 -3.9642 3.4930
C 0.2815 1.5698 -1.1405
C 0.1820 -2.0917 1.4283
C -0.9038 -0.0319 0.4813
C 0.2629 -1.0180 0.3589
H -2.2123 3.7043 -3.2228
H -3.0563 0.6604 -0.7575
H 3.5541 3.1737 -2.4737
H 2.1258 1.7453 -3.9980
H 2.9300 3.5587 -0.1983
H 1.5691 -2.8800 4.4022
H -1.6556 -4.8177 2.2839
H 0.0455 0.6753 -3.0719
H 0.7071 2.6031 0.7283
H 1.6984 -1.1730 2.6708
H -0.8278 0.5261 1.3995
H -1.7947 -0.6244 0.5531
H 1.2364 -0.4947 0.4036
H 0.1702 -1.5230 -0.6227
```

- charge = 0
- 2S+1 = 1
- orbital gap (eV) = 9.231

Atom charges from the Löwdin analysis, given in e for atoms 1 to 2: number 1, O, carries 0.06; number 2, F, carries 0.06

=====

# 2
Entry from the Open Molecules 2025 dataset: a gas-phase ion, C5H8F5N3P (charge +1) in a non-equilibrium geometry (ωB97M-V/def2-TZVPD).

Geometry as XYZ:
```
22
C5H8F5N3P (ωB97M-V/def2-TZVPD)
C 1.7836 -0.3677 0.9514
C 0.9368 -1.3927 0.8797
C 1.4988 0.8628 0.1854
C -1.0408 -2.5726 -0.0262
C -0.1633 2.6199 0.6016
N -0.2514 -1.3211 0.1704
N 0.0880 1.2176 0.3693
N -1.0333 -0.0202 -2.0983
F 2.8807 -0.3159 1.7710
F 1.0995 -2.5660 1.4437
F 1.6576 0.4554 -1.1750
F 2.3615 1.8628 0.4368
F -2.1997 0.3321 0.0303
P -0.7724 0.0997 -0.4221
H -1.2640 -3.0554 0.9134
H -2.0099 -2.1149 -0.3204
H -0.6259 -3.1799 -0.7579
H 0.4897 3.3041 0.0242
H -1.2456 2.8500 0.5308
H -0.0877 2.7139 1.7934
H -0.2585 0.2468 -2.8014
H -1.8437 0.3413 -2.5002
```

- energy relative to the best compared isomer or geometry (same formula, charge and spin) (eV) = 1.289
- charge = +1
- 2S+1 = 1
- orbital gap (eV) = 10.148

Atom charges from the Löwdin analysis, given in e for atoms 1 to 2: number 1, C, carries -0.10; number 2, C, carries -0.26

=====

# 3
Entry from the Open Molecules 2025 dataset: a molecular structure, C16H19AgN8O5Se2Te2 in a non-equilibrium geometry (ωB97M-V/def2-TZVPD).

Geometry as XYZ:
```
53
C16H19AgN8O5Se2Te2 (ωB97M-V/def2-TZVPD)
Ag 1.6208 1.9756 -0.9073
O 5.1133 1.4128 4.0419
C 3.8822 1.6751 4.4076
O 3.5578 1.7305 5.5813
C 2.8849 1.9115 3.3404
C 1.5660 2.2821 3.5600
N 0.9799 2.4031 2.3651
N 1.8238 2.1269 1.3820
C 2.9876 1.8265 1.9261
C 4.1247 1.4311 1.0161
O 5.2521 1.2501 1.5460
O 3.8665 1.2936 -0.1857
H 5.2225 1.3587 2.9833
H 1.0536 2.4587 4.4839
H 0.0220 2.6410 2.1312
Se -0.5965 0.9032 -4.3884
Te 1.0005 2.6158 -3.5514
Te -0.7894 4.3977 -2.5509
Se 0.7487 5.1089 -0.7312
C -3.1636 -1.5060 -1.4132
C -4.3190 -0.5818 -1.0395
C -4.7056 -0.7657 0.4249
C -3.9789 0.8937 -1.3255
N -2.8571 1.3533 -0.5640
C -1.5978 1.5084 -1.0070
N -0.8595 1.9145 0.0006
N -1.6790 2.0250 1.0388
N -2.8694 1.6981 0.7275
H -3.4320 -2.5360 -1.1973
H -2.2744 -1.2729 -0.8361
H -2.9070 -1.4237 -2.4655
H -5.1823 -0.8261 -1.6698
H -3.8483 -0.5735 1.0628
H -5.0478 -1.7820 0.6074
H -5.4964 -0.0746 0.7066
H -4.8378 1.5322 -1.0912
H -3.7138 1.0112 -2.3805
H -1.2940 1.2365 -1.9954
N 2.0877 -5.2529 -1.4178
C 1.2800 -4.5405 -0.5695
O 0.5964 -5.1348 0.2544
C 1.2562 -3.0846 -0.7462
C 1.8309 -2.3856 -1.8189
C 1.6158 -1.0280 -1.9318
N 0.8869 -0.3097 -1.0748
C 0.3954 -0.9676 -0.0158
C 0.5438 -2.3177 0.1852
H 2.1500 -6.2429 -1.2457
H 2.7985 -4.8151 -1.9737
H 2.3883 -2.8839 -2.5982
H 2.0077 -0.4900 -2.7877
H -0.1776 -0.3701 0.6791
H 0.0830 -2.8122 1.0258
```

- energy relative to the best compared isomer or geometry (same formula, charge and spin) (eV) = 1.333
- charge = -2
- 2S+1 = 1
- orbital gap (eV) = 4.765

Atom charges from the Löwdin analysis, given in e for atoms 1 to 2: number 1, Ag, carries 0.42; number 2, O, carries 0.07

=====

# 4
Entry from the Open Molecules 2025 dataset: 2 unconnected molecules or ions with the total composition C29H39Si in a non-equilibrium geometry (ωB97M-V/def2-TZVPD).

Geometry as XYZ:
```
69
C29H39Si (ωB97M-V/def2-TZVPD)
C -2.0419 -2.2478 0.8977
C -1.3445 -3.1517 1.8702
C -1.0564 -2.7259 3.1621
C -0.3111 -3.5310 4.0439
C -0.1505 -3.1402 5.4884
C 0.3040 -4.6961 3.5686
C 1.4158 -5.4144 4.3490
C 0.8394 -6.3342 5.4336
C 2.5442 -4.5293 5.0035
C 2.8583 -3.2846 4.2167
C 4.2731 -3.1237 3.8668
C 4.6382 -3.2616 2.5031
C 3.5403 -3.5194 1.5049
C 5.9815 -3.1953 2.1092
C 7.0182 -3.1268 3.0578
C 8.4686 -3.1902 2.6450
C 6.6504 -2.9516 4.4074
C 5.3190 -2.9995 4.8362
C 5.0024 -2.9026 6.3011
C -0.2438 -5.2630 2.3936
C -0.0842 -6.7297 2.1153
C -1.0005 -4.4618 1.5253
H -2.4054 -2.8383 0.0477
H -2.9018 -1.7527 1.3754
H -1.3836 -1.4522 0.5094
H -1.4063 -1.7490 3.5157
H -0.6291 -3.8622 6.1760
H 0.9070 -3.0620 5.7495
H -0.5991 -2.1682 5.6703
H 1.9595 -6.0316 3.6138
H 0.0163 -6.9597 5.0756
H 1.6262 -6.9940 5.8243
H 0.4595 -5.7184 6.2615
H 2.3398 -4.2815 6.0801
H 3.4439 -5.2038 5.0843
H 2.1746 -3.2971 3.3183
H 3.8780 -3.3166 0.4823
H 3.2013 -4.5769 1.5424
H 2.6363 -2.9175 1.6806
H 6.1924 -3.2035 1.0335
H 9.1271 -2.9636 3.4950
H 8.7490 -4.1711 2.2451
H 8.7178 -2.4585 1.8601
H 7.4385 -2.7826 5.1466
H 5.8489 -2.4807 6.8595
H 4.1235 -2.2811 6.5063
H 4.8087 -3.8896 6.7516
H -0.7782 -7.0684 1.3319
H 0.9360 -6.9802 1.7862
H -0.2936 -7.3310 3.0165
H -1.3718 -4.8688 0.5849
C 2.3395 0.5845 5.5875
Si 1.2786 -0.2047 4.2279
H 1.8872 -1.7637 4.3169
C -0.5177 0.4355 4.4043
C -0.9081 1.4104 3.4224
C -2.1818 2.0501 3.4971
C -3.1733 1.5373 4.3703
C -2.8597 0.4421 5.1917
C -1.5383 0.0180 5.3017
H 3.3656 0.7811 5.1986
H 1.8745 1.5793 5.7935
H 2.4188 0.0628 6.5578
H 1.7588 0.2573 2.9044
H -0.2110 1.7257 2.6217
H -2.3962 2.9489 2.9058
H -4.1969 1.9467 4.3606
H -3.6378 -0.0365 5.7881
H -1.2842 -0.6232 6.1533
```

- energy relative to the best compared isomer or geometry (same formula, charge and spin) (eV) = 2.149
- charge = +1
- 2S+1 = 1
- orbital gap (eV) = 5.654

Atom charges from the Löwdin analysis, given in e for atoms 1 to 2: number 1, C, carries -0.04; number 2, C, carries -0.27

=====

# 5
Entry from the Open Molecules 2025 dataset: 2 unconnected molecules or ions with the total composition C2H3IN2O2 in a non-equilibrium geometry (ωB97M-V/def2-TZVPD).

Geometry as XYZ:
```
10
C2H3IN2O2 (ωB97M-V/def2-TZVPD)
C -0.1437 1.5653 0.1650
C -0.7578 0.2214 0.2162
N -1.0080 -2.0343 -0.7133
N -0.5553 -0.9537 -0.2456
O -1.1219 -3.0951 -0.1736
O -1.5963 1.2925 0.2044
I 2.9360 0.2099 0.2820
H 0.4828 1.9388 1.0750
H 0.2580 1.8099 -0.7699
H 1.5061 -0.9546 -0.0402
```

- energy relative to the best compared isomer or geometry (same formula, charge and spin) (eV) = 6.782
- charge = 0
- 2S+1 = 1
- orbital gap (eV) = 8.716

Atom charges from the Löwdin analysis, given in e for atoms 1 to 2: number 1, C, carries -0.11; number 2, C, carries -0.30

=====

# 6
Entry from the Open Molecules 2025 dataset: a molecular structure, C34H36BaFN5O4Si in a non-equilibrium geometry (ωB97M-V/def2-TZVPD).

Geometry as XYZ:
```
82
C34H36BaFN5O4Si (ωB97M-V/def2-TZVPD)
Ba 0.2642 -1.5967 0.5752
N -1.9425 -1.9596 3.3178
C -1.5364 -2.8388 4.3250
C -2.3950 -3.2980 5.2874
C -1.9671 -4.2021 6.2858
C -0.6779 -4.6387 6.3315
C 0.2335 -4.1935 5.3443
C 1.5855 -4.6115 5.3182
C 2.4195 -4.1728 4.3379
C 1.8987 -3.3167 3.3482
N 0.6508 -2.9064 3.3249
C -0.1901 -3.3146 4.3275
H -2.8359 -1.5275 3.4787
H -1.2574 -1.2769 3.0355
H -3.4235 -2.9457 5.2861
H -2.6786 -4.5344 7.0330
H -0.3370 -5.3160 7.1074
H 1.9420 -5.2845 6.0928
H 3.4587 -4.4724 4.2988
H 2.5528 -2.9572 2.5523
C 1.9980 -1.7220 -1.5599
Si 1.3614 -0.4443 -2.6536
C -0.4820 -0.8367 -2.9594
N -1.4132 -0.6022 -1.8092
C -2.6513 -1.4183 -1.9146
C -3.7402 -0.7259 -2.7195
C -4.2089 0.5321 -1.9534
C -3.0924 1.0560 -1.0305
C -1.7334 0.8461 -1.6796
C 1.6413 1.2740 -1.9210
C 1.1149 2.4362 -2.5119
C 1.4153 3.7003 -2.0195
C 2.2687 3.8363 -0.9235
C 2.8098 2.7041 -0.3255
C 2.4915 1.4352 -0.8168
C 2.1417 -0.3565 -4.3731
C 1.7352 -1.2286 -5.3944
C 2.3790 -1.2567 -6.6294
C 3.4527 -0.4053 -6.8716
C 3.8725 0.4715 -5.8768
C 3.2198 0.4964 -4.6460
H 3.0288 -1.4967 -1.2179
H 2.0217 -2.6824 -2.1064
H -0.4579 -1.9161 -3.1609
H -0.8568 -0.3559 -3.8830
H -3.0407 -1.6159 -0.9078
H -2.3831 -2.3838 -2.3427
H -4.5658 -1.4135 -2.9068
H -3.3340 -0.4523 -3.6968
H -5.1026 0.3100 -1.3687
H -4.4861 1.3144 -2.6625
H -3.1124 0.5437 -0.0626
H -3.2254 2.1158 -0.8209
H -0.9526 1.3453 -1.1114
H -1.7395 1.3182 -2.6757
H 0.4654 2.3514 -3.3837
H 0.9905 4.5823 -2.4904
H 2.5129 4.8230 -0.5434
H 3.4886 2.8051 0.5161
H 2.9216 0.5593 -0.3392
H 0.9010 -1.9114 -5.2258
H 2.0445 -1.9426 -7.4029
H 3.9571 -0.4228 -7.8329
H 4.7086 1.1412 -6.0620
H 3.5602 1.1938 -3.8823
F -1.3146 4.5510 -0.6840
C -1.1755 4.2181 0.5980
C -0.2699 3.3340 0.9866
N -0.0834 2.9930 2.3243
C 0.9268 1.9976 2.6761
C 0.6386 0.6372 2.0751
O 1.6354 -0.1076 1.8120
O -0.5813 0.3140 1.8519
C -0.8586 3.5494 3.3260
O -0.7477 3.2698 4.5066
N -1.7982 4.4552 2.8650
C -2.0434 4.8806 1.5534
O -2.8839 5.7116 1.2988
H 0.3913 2.8628 0.2653
H 0.9209 1.8869 3.7549
H 1.9145 2.3229 2.3641
H -2.3598 4.8861 3.5775
```

- charge = 0
- 2S+1 = 1
- orbital gap (eV) = 6.624

Atom charges from the Löwdin analysis, given in e for atoms 1 to 2: number 1, Ba, carries 1.92; number 2, N, carries 0.11

=====

| no. | E_LUMO (eV) |
| --- | --- |
| 1 | 0.19 |
| 2 | -3.26 |
| 3 | 3.85 |
| 4 | -5.44 |
| 5 | -0.63 |
| 6 | -0.27 |